1.
ORCA calculation (ωB97M-V/def2-TZVPD) on a single C24H33N3O6S molecule at a distorted geometry.

XYZ file:
```
67
Properties=species:S:1:pos:R:3:lowdin_charge:R:1
S 0.80800 -2.18710 -0.98222 0.648
O -2.95646 0.54732 2.31429 -0.057
O -2.54397 0.58619 -2.42998 -0.033
O -3.91885 -0.12758 -0.30502 -0.069
O 1.34339 3.43555 0.98982 0.090
O 1.40404 -3.13114 -1.87613 -0.279
O 0.92014 -0.79045 -1.32265 -0.315
N 3.27571 -0.73923 0.57135 -0.115
N 1.36410 -2.51130 0.56354 -0.237
N 1.99984 1.54633 -0.11191 0.141
C 3.79657 -2.06580 0.33074 -0.145
C -0.29689 1.85462 0.19941 -0.133
C 5.49714 2.73284 -0.19051 -0.086
C -1.05227 1.53663 1.31365 0.053
C 3.39499 1.59548 0.00428 -0.158
C -2.73245 0.55359 -0.10846 -0.160
C 4.11263 2.76431 -0.18683 -0.005
C -0.81955 -0.07790 -4.04156 -0.052
C -1.97348 0.90688 -1.24241 -0.190
C -5.09112 0.61713 0.00468 -0.227
C -3.22405 -0.83280 2.53046 -0.247
C 6.15993 1.52994 -0.02871 -0.092
C -4.07594 -0.95049 3.78339 -0.059
C 5.45045 0.36304 0.20581 -0.019
C -0.74874 1.53720 -1.07516 0.030
C 1.08553 2.41009 0.39766 -0.437
C -2.26069 0.86167 1.16925 -0.199
C -1.89527 0.92693 -3.64029 -0.228
C -5.30742 1.78447 -0.94981 -0.055
C -0.94515 -2.56783 -0.80147 -0.082
C 2.68642 -3.09703 0.62512 -0.167
C 4.06298 0.38349 0.26853 -0.165
C 2.47511 -0.68462 1.77710 -0.117
C 1.15907 -1.43770 1.51739 -0.162
H -1.48075 1.93998 -3.58039 0.119
H -6.26633 2.25303 -0.74533 0.077
H 2.80473 -3.52539 1.62423 0.128
H -0.07350 -0.18576 -3.25820 0.045
H -0.33223 0.25585 -4.95350 0.081
H -0.70702 1.78639 2.30437 0.137
H -1.02185 -3.60097 -0.49260 0.071
H -4.51978 2.52472 -0.82503 0.081
H 4.09388 -2.12180 -0.71901 0.133
H -2.26959 -1.36608 2.66637 0.122
H 6.05465 3.64401 -0.34392 0.101
H -1.26904 -1.05135 -4.22296 0.080
H -0.13313 1.79049 -1.92150 0.124
H -4.26840 -1.99718 4.00130 0.077
H 1.65197 0.67725 -0.51473 0.093
H 4.67098 -2.30110 0.96199 0.119
H -5.04881 0.98204 1.03865 0.119
H 5.98650 -0.56090 0.35958 0.102
H 2.71006 -3.89928 -0.11061 0.112
H -1.42295 -2.41538 -1.76120 0.070
H 2.27225 0.34948 2.05109 0.129
H -2.69858 0.92943 -4.38398 0.125
H -3.56096 -0.49660 4.62560 0.078
H 0.41226 -0.76314 1.09576 0.091
H -5.29144 1.42967 -1.97709 0.078
H 7.23872 1.49630 -0.06466 0.100
H -3.74368 -1.27085 1.67082 0.116
H 0.76777 -1.86182 2.44894 0.127
H -5.90353 -0.10856 -0.08653 0.126
H -1.37739 -1.89908 -0.06917 0.049
H -5.02227 -0.43621 3.64017 0.076
H 3.01666 -1.15616 2.61414 0.130
H 3.57707 3.68626 -0.34597 0.114
```

Output
Relative energy (zero: lowest compared OMol25 entry of this formula, charge and spin) (kcal per mole): 47.7
SMILES string: CCOc1cc(C(=O)Nc2ccccc2N2CCN(S(C)(=O)=O)CC2)cc(OCC)c1OCC
Net charge: 0
Maximum force (hartree/bohr): 0.0201
Gap between HOMO and LUMO (eV): 8.48

=====

2.
ORCA calculation (ωB97M-V/def2-TZVPD) on a molecular structure, C24H33N4O10P2SeSn at a distorted geometry.

XYZ file:
```
75
Properties=species:S:1:pos:R:3:lowdin_charge:R:1
Sn -0.59985 1.21196 -2.08589 1.392
Se -1.73105 -0.36384 0.01301 0.701
P 2.15855 -0.57124 -3.70539 0.289
P -0.36725 -2.08384 -3.67459 0.298
O 3.27385 -0.40394 -4.94199 -0.184
O -1.05605 -3.12314 -4.77399 -0.165
O 1.01325 1.81626 -0.25289 -0.158
O 1.72255 3.12206 1.41391 0.029
O 2.81805 -1.05804 -2.48719 -0.278
O 1.34765 0.68526 -3.72609 -0.446
O -0.27635 -2.73774 -2.36499 -0.286
O -2.45985 2.61236 -2.81169 -0.194
O -3.57645 4.54416 -2.82259 0.016
O -1.05685 -0.75854 -3.85739 -0.438
N -0.31405 0.72256 2.23471 -0.008
N 0.69895 -1.13344 -5.80529 0.153
N 0.87225 -0.76094 1.12391 -0.001
N -1.02605 3.39326 -0.73369 0.085
C 0.93985 0.71836 2.79691 -0.158
C 3.04085 -0.42034 2.36011 0.007
C -2.62815 -0.23284 3.98211 -0.255
C 3.58775 0.32156 3.38831 -0.086
C -3.94465 -0.25414 3.21571 -0.114
C 1.26905 -1.77944 0.18701 -0.149
C -1.64945 5.59536 0.79441 -0.055
C -1.98245 1.15196 4.00141 -0.179
C -0.54955 4.81166 1.10581 -0.018
C -2.78255 3.74326 -2.34739 -0.657
C 2.82885 1.23736 4.11121 -0.088
C 1.19505 -1.85854 -4.61659 -0.548
C -0.59825 -4.36874 0.55331 -0.110
C -1.39215 1.57766 2.65271 -0.151
C -2.05655 4.15036 -1.06169 -0.176
C 0.38395 -3.76394 1.54891 -0.254
C 1.49295 1.45136 3.83401 -0.015
C 1.58995 -3.10744 0.87481 -0.169
C 1.97275 -3.10474 -4.91419 -0.073
C -0.31665 -0.13724 1.18691 -0.630
C 0.94575 2.81466 0.51401 -0.640
C -2.41015 5.26966 -0.31649 0.000
C 1.69915 -0.21714 2.07481 -0.134
C -0.26565 3.71936 0.29511 -0.192
H 2.36875 -2.96164 1.62611 0.092
H 3.64555 -1.10044 1.78481 0.111
H -2.73785 1.89096 4.27661 0.113
H -0.04505 -0.54474 -5.32859 0.123
H -1.01535 2.60256 2.73371 0.121
H -2.79695 -0.54484 5.01731 0.103
H -1.75675 -3.55474 -4.28869 0.057
H 0.09705 5.01646 1.94641 0.112
H 1.44165 -0.55664 -6.20929 0.145
H 0.74625 -4.55204 2.21911 0.100
H 2.13325 -1.42924 -0.38279 0.111
H -2.16215 1.53866 1.87961 0.086
H 1.36425 -3.84024 -5.44089 0.077
H -3.75865 -0.16934 2.14831 0.017
H -4.59035 0.56326 3.52851 0.071
H 0.26065 -1.76624 -6.47639 0.159
H -4.46815 -1.18894 3.39281 0.067
H -0.10465 -5.12344 -0.05739 0.073
H 1.97535 -3.77684 0.10551 0.118
H -1.42635 -4.83584 1.08471 0.065
H -1.19495 1.17976 4.75931 0.099
H 0.45575 -1.93724 -0.51919 0.049
H 2.87595 -2.88224 -5.48079 0.077
H 4.63575 0.20706 3.62431 0.097
H 3.98265 0.11626 -4.56949 0.057
H -0.13495 -3.02514 2.16471 0.096
H -1.93835 -0.94384 3.52381 0.097
H 3.30515 1.80946 4.89231 0.097
H -1.89975 6.45526 1.40391 0.101
H 2.26675 -3.52374 -3.95529 0.091
H -3.26415 5.85356 -0.62429 0.111
H -0.99885 -3.60624 -0.10889 0.036
H 0.92745 2.19896 4.36711 0.112
```

Output
Net charge: -1
Maximum force (hartree/bohr): 0.0251
Gap between HOMO and LUMO (eV): 6.98